15
Properties=species:S:1:pos:R:3 method="wB97M-V/def2-TZVPD" homo_lumo_gap_ev="3.3 / 7.9" relative_energy_ev=2.235 spin_multiplicity=2 total_energy_ha=-287.66304 lumo_ev="4.0714 / 4.0551" total_charge=-1
C -0.997 -0.046 -0.978
C -0.024 1.873 -1.819
N 0.006 1.075 -0.819
H -0.760 -0.784 -0.250
H -0.984 -0.548 -1.920
H -1.963 0.350 -0.733
H 0.712 2.740 -1.986
H -0.637 1.637 -2.688
C -0.057 -1.465 2.052
C 1.109 -1.007 1.546
O 1.452 0.380 1.379
H -0.451 -2.447 1.884
H -0.552 -0.843 2.826
H 1.971 -1.483 1.026
H 1.175 0.568 0.480